(1)
Here is a 11-piece molecular cluster, C28H81N3O11 overall in a non-equilibrium geometry from the Open Molecules 2025 dataset. Energies are from ωB97M-V/def2-TZVPD.

The value obtained for the LUMO energy (alpha / beta) is -3.0161 / -8.1868 eV. The total charge is +1. The expectation value of S² is 0.7551. As for the HOMO energy (alpha / beta): -10.97 / -10.97 eV. The HOMO-LUMO gap (alpha / beta) is 8.0 / 2.8 eV. As for the spin multiplicity: 2.

Element x y z (Å)
C 4.4654 15.7556 -2.6595
C 5.3752 16.1650 -3.7758
C 6.4845 15.1356 -4.0519
O 7.1581 14.9627 -2.7565
C 7.3358 13.6365 -2.3730
N 4.5619 16.3940 -5.0247
H 3.5976 16.3662 -2.4100
H 5.1247 15.7268 -1.7920
H 4.0417 14.7727 -2.8658
H 5.7740 17.1438 -3.5095
H 7.2651 15.4126 -4.7604
H 6.0364 14.2013 -4.3900
H 8.3934 13.3820 -2.4426
H 6.8796 12.9548 -3.0908
H 6.9288 13.4651 -1.3764
H 4.2032 15.6095 -5.5500
H 3.9490 17.1952 -4.9740
C 10.5526 22.2477 -3.9841
C 10.0224 20.8616 -4.0684
C 10.9896 19.7344 -3.7777
O 10.3288 18.4586 -3.7387
C 11.1444 17.5189 -3.2469
N 8.9583 20.7792 -3.0393
H 9.7208 22.9367 -3.8379
H 11.1944 22.6694 -4.7576
H 11.0718 22.2814 -3.0263
H 9.6766 20.8601 -5.1021
H 11.6690 19.9529 -2.9538
H 11.6220 19.6748 -4.6635
H 11.7954 16.9974 -3.9486
H 10.5474 16.6451 -2.9858
H 11.7344 17.8622 -2.3971
H 8.8585 19.8339 -2.6980
H 9.1106 21.2895 -2.1811
C 6.0938 15.7026 -8.2010
C 7.3742 16.3592 -8.7753
C 8.3750 16.7454 -7.6384
O 9.4994 17.3764 -8.1923
C 10.5786 17.2925 -7.2730
N 7.8867 15.4477 -9.7407
H 5.6348 16.2006 -7.3469
H 6.2194 14.7403 -7.7048
H 5.3622 15.5557 -8.9955
H 7.2417 17.3515 -9.2065
H 8.5301 15.8377 -7.0553
H 7.9494 17.4135 -6.8897
H 11.4657 17.6354 -7.8057
H 10.7741 16.3217 -6.8176
H 10.4335 17.7917 -6.3150
H 8.8355 15.6413 -9.4539
H 7.6137 14.5055 -9.5001
C 8.4351 9.3417 -4.7889
C 8.3494 9.9457 -6.2767
O 9.3006 9.3314 -7.1428
H 9.4520 9.4841 -4.4231
H 8.2568 8.2669 -4.7552
H 7.8988 9.8511 -3.9883
H 8.6329 10.9975 -6.3151
H 7.4061 9.9660 -6.8225
H 9.2780 9.8462 -7.9528
C 12.1777 7.6010 -4.8740
C 12.4244 9.0104 -5.3284
O 13.6951 9.5994 -4.9080
H 12.8713 6.9127 -5.3571
H 11.1546 7.2377 -4.9710
H 12.4200 7.5741 -3.8116
H 11.6712 9.7120 -4.9698
H 12.2977 9.0762 -6.4090
H 13.8950 9.3404 -4.0055
C 6.6433 12.1076 -10.6792
C 8.0479 12.0464 -10.1242
O 7.9696 12.4250 -8.7292
H 6.5065 12.0794 -11.7602
H 6.2329 13.0754 -10.3913
H 5.9888 11.3908 -10.1832
H 8.7058 12.8050 -10.5481
H 8.4330 11.0340 -10.2462
H 8.8943 12.4379 -8.4717
C 16.4573 12.9314 -3.7450
C 17.2113 12.0875 -4.7774
O 18.1617 11.3948 -4.1101
H 15.6048 13.5076 -4.1046
H 17.0715 13.6041 -3.1464
H 15.8888 12.2816 -3.0796
H 17.7448 12.7216 -5.4855
H 16.6704 11.3141 -5.3228
H 18.5710 10.6851 -4.6105
C 15.1001 16.8860 -3.5322
C 14.5263 15.9952 -2.3788
O 13.5656 15.0476 -2.9014
H 14.2375 17.3663 -3.9942
H 15.4651 16.2328 -4.3248
H 15.8584 17.6552 -3.3856
H 14.0292 16.6022 -1.6222
H 15.3772 15.4954 -1.9158
H 13.2226 14.6506 -2.0975
C 13.1800 13.1833 -8.8051
C 11.7450 13.5963 -9.3486
O 10.8549 12.4883 -9.1980
H 13.1316 13.2329 -7.7173
H 13.9787 13.8611 -9.1062
H 13.5572 12.2041 -9.1001
H 11.7369 13.8697 -10.4037
H 11.3781 14.4749 -8.8180
H 11.0583 11.8765 -9.9093
C 10.1473 13.6204 -5.3708
C 11.4438 13.0386 -4.8354
O 12.4442 13.8967 -5.3338
H 9.2606 13.0179 -5.1738
H 10.2427 13.8501 -6.4321
H 9.8776 14.5456 -4.8615
H 11.6346 12.0292 -5.1998
H 11.3470 12.9543 -3.7530
H 12.9473 14.3843 -4.6776
C 12.9014 12.7342 0.3174
C 11.9573 12.8577 -0.8212
O 11.8221 14.2609 -1.0574
H 13.4129 11.7739 0.3828
H 12.3183 12.8537 1.2305
H 13.8106 13.3338 0.2747
H 10.9827 12.3735 -0.7594
H 12.3456 12.3324 -1.6938
H 10.9463 14.5846 -0.8342

Forces on atoms 1 to 3 (eV/Å):
-1.19 -1.05 0.69
0.55 1.07 -2.54
0.85 -0.11 2.02

=====

(2)
Here is a 14-piece molecular cluster, C28H84O14 overall in a non-equilibrium geometry from the Open Molecules 2025 dataset. Energies are from ωB97M-V/def2-TZVPD.

The value obtained for the LUMO energy (alpha / beta) is -2.5051 / -9.1626 eV. The total charge is +1. The expectation value of S² is 0.7546. As for the HOMO energy (alpha / beta): -11.41 / -11.41 eV. The HOMO-LUMO gap (alpha / beta) is 8.9 / 2.2 eV. As for the spin multiplicity: 2.

Element x y z (Å)
C 1.4712 -4.7092 1.6019
C 1.6102 -5.2580 3.0417
O 0.3779 -5.3420 3.6867
H 0.9444 -3.7703 1.7725
H 0.9173 -5.4643 1.0440
H 2.4426 -4.4429 1.1853
H 2.3396 -4.6375 3.5623
H 2.0965 -6.2321 2.9899
H -0.1587 -5.9144 3.1336
C -5.6512 -1.0631 1.4913
C -4.5611 0.0385 1.4482
O -4.0510 0.1931 0.1082
H -5.3076 -2.0915 1.3794
H -6.4636 -0.8698 0.7908
H -6.1841 -1.0455 2.4420
H -3.7211 -0.1189 2.1249
H -5.0659 0.9651 1.7212
H -3.1459 -0.1149 0.0214
C 3.9131 -1.5633 -1.9299
C 3.3748 -1.2452 -0.5252
O 3.8380 0.0281 -0.1365
H 3.6765 -2.6218 -2.0372
H 4.9832 -1.3823 -2.0303
H 3.2558 -1.0100 -2.6007
H 3.8416 -1.9288 0.1839
H 2.2883 -1.3209 -0.4813
H 3.4747 0.2847 0.7142
C -1.0138 3.9897 3.9729
C -0.6187 2.5052 3.7097
O 0.6852 2.3802 4.3637
H -1.2301 4.3404 4.9820
H -1.8725 4.2164 3.3410
H -0.1720 4.5532 3.5705
H -0.3267 2.2420 2.6931
H -1.4045 1.8811 4.1353
H 0.4960 2.0847 5.2573
C 4.8680 0.3665 3.4280
C 3.4384 0.9546 3.7303
O 2.6480 0.8016 2.6400
H 4.7838 -0.6570 3.0627
H 5.5684 0.4220 4.2614
H 5.3913 0.8964 2.6321
H 3.5222 2.0218 3.9357
H 2.8764 0.4388 4.5089
H 1.8786 1.3263 2.8731
C 1.5203 5.6649 -1.8179
C 0.5380 4.6904 -1.1555
O 0.4254 3.5146 -1.9253
H 1.4158 6.7157 -1.5477
H 1.3601 5.5578 -2.8908
H 2.4414 5.1997 -1.4669
H -0.4197 5.2092 -1.1155
H 0.9143 4.4421 -0.1631
H 1.2479 3.0421 -1.7775
C 0.6129 0.8875 -4.6474
C 1.7769 1.5270 -5.4094
O 2.9226 0.7077 -5.3525
H -0.2208 1.5429 -4.3955
H 0.9084 0.4464 -3.6955
H 0.2838 0.0575 -5.2726
H 2.0718 2.5441 -5.1511
H 1.5234 1.8208 -6.4280
H 3.5726 1.1770 -5.8806
C -0.1761 -2.9339 -4.2370
C 0.2221 -3.3293 -2.7774
O 0.4110 -2.2570 -1.8932
H -0.3487 -3.7595 -4.9275
H 0.5731 -2.3110 -4.7255
H -1.1388 -2.4244 -4.1961
H 1.0908 -3.9872 -2.8042
H -0.6230 -3.8788 -2.3628
H 0.8793 -1.5335 -2.3161
C 4.3084 3.2781 -2.6534
C 3.9008 2.9150 -1.2811
O 2.6966 2.2043 -1.2476
H 3.4721 3.7921 -3.1274
H 4.4976 2.4209 -3.2994
H 5.2412 3.8410 -2.6207
H 4.0019 3.7317 -0.5664
H 4.7530 2.3336 -0.9290
H 2.9177 1.2872 -1.0697
C 0.0776 0.7897 -0.0120
C -0.7639 -0.4006 0.5640
O -1.5787 -0.8416 -0.4992
H 0.8428 0.9209 0.7530
H -0.4276 1.7547 0.0292
H 0.6438 0.6024 -0.9244
H -1.3665 -0.2147 1.4531
H -0.1469 -1.2709 0.7873
H -1.0807 -1.4342 -1.0671
C -2.0839 -3.5732 0.9656
C -3.2574 -4.4130 0.5107
O -2.9365 -5.7618 0.2091
H -1.3776 -3.4913 0.1395
H -1.7304 -4.0296 1.8902
H -2.4313 -2.5561 1.1471
H -3.4300 -4.0717 -0.5100
H -4.2407 -4.3138 0.9705
H -3.6320 -5.9509 -0.4249
C -3.0934 0.0238 -3.4057
C -3.7678 -1.2499 -3.0760
O -5.0479 -1.0776 -2.4397
H -2.2388 -0.0592 -4.0772
H -2.6905 0.4425 -2.4835
H -3.7889 0.7390 -3.8449
H -3.0786 -1.7954 -2.4313
H -3.9236 -1.7310 -4.0416
H -4.9666 -0.7118 -1.5559
C -3.1255 3.2168 -0.8465
C -2.4170 3.8102 0.3699
O -2.8914 5.1871 0.5803
H -3.0029 3.9267 -1.6645
H -4.1871 3.0390 -0.6749
H -2.6586 2.2523 -1.0461
H -1.3337 3.8901 0.2789
H -2.6372 3.1565 1.2139
H -2.2746 5.8683 0.3026
C 0.3538 -1.6286 4.2845
C -1.0913 -2.0667 4.1262
O -1.2631 -3.1869 4.8434
H 0.5137 -1.3387 5.3230
H 0.6528 -0.7996 3.6431
H 1.0133 -2.4751 4.0930
H -1.2697 -2.3109 3.0790
H -1.8429 -1.3015 4.3205
H -0.6506 -3.8279 4.4751

Forces on atoms 1 to 3 (eV/Å):
-0.01 0.06 1.66
1.76 -0.12 -1.48
-0.34 0.31 0.40

=====

(3)
Here is a 14-piece molecular cluster, C28H84O28 overall in a non-equilibrium geometry from the Open Molecules 2025 dataset. Energies are from ωB97M-V/def2-TZVPD.

The value obtained for the LUMO energy is 0.4377 eV. As for the HOMO energy: -9.49 eV. The HOMO-LUMO gap is 9.9 eV.

Element x y z (Å)
C 12.3316 14.8526 9.1898
C 11.5401 14.2432 10.3367
O 10.2978 15.0580 10.3709
O 12.6421 16.2000 9.5855
H 11.7616 14.8653 8.2781
H 13.2557 14.2783 8.9762
H 12.1302 14.4354 11.2363
H 11.2625 13.2484 10.0630
H 10.0581 15.0932 11.2959
H 11.7914 16.5547 9.9115
C 7.0857 12.4102 17.2989
C 8.0530 11.1985 17.4214
O 8.9326 10.9266 16.3807
O 7.7529 13.6742 17.5657
H 6.2637 12.1971 17.9887
H 6.5980 12.4825 16.3253
H 7.3310 10.3952 17.4289
H 8.5762 11.2521 18.3715
H 9.6935 11.5130 16.3262
H 7.6852 13.8473 18.4938
C 14.3248 5.9710 12.7750
C 13.2318 5.9893 11.7675
O 12.5621 7.2758 11.8421
O 13.6774 6.3167 14.0006
H 15.0636 6.7361 12.4544
H 14.7038 4.9665 12.8151
H 12.5534 5.0941 11.9026
H 13.5850 5.8735 10.6850
H 11.8860 7.2024 12.5064
H 14.1535 6.0968 14.8024
C 15.1238 17.3449 13.7958
C 13.7633 16.8145 14.1619
O 13.0565 16.4625 13.0328
O 15.0038 18.4946 12.9439
H 15.7600 16.5919 13.3376
H 15.6712 17.7054 14.6668
H 13.1545 17.5210 14.6775
H 13.8788 15.9659 14.7949
H 13.6557 15.8696 12.4765
H 14.5800 18.2934 12.0949
C 9.1104 9.9170 12.2286
C 8.9917 11.4376 11.9421
O 9.3862 12.3544 12.9856
O 8.8193 9.7780 13.6212
H 10.1188 9.5680 12.0016
H 8.4064 9.3974 11.6144
H 7.9360 11.7454 11.7199
H 9.4960 11.6382 10.9492
H 10.3611 12.3572 13.1736
H 9.1944 10.5954 14.1087
C 18.7916 10.3568 12.2948
C 18.9794 11.6235 11.5358
O 17.8829 12.5632 11.5785
O 17.5873 9.7035 11.9053
H 18.8493 10.4561 13.3642
H 19.5565 9.6608 12.0219
H 19.1269 11.3703 10.4350
H 19.9164 12.0591 11.9761
H 17.8653 12.8402 12.5027
H 16.7869 10.1895 12.0983
C 11.0092 7.8292 16.0303
C 10.6601 6.7267 15.0717
O 10.3265 7.2489 13.7607
O 12.3246 8.3077 15.6991
H 10.9574 7.5568 17.0729
H 10.2864 8.6992 15.9307
H 9.8181 6.0763 15.4359
H 11.5577 6.1282 14.9344
H 9.8365 8.1336 13.7913
H 12.8318 7.6596 15.1594
C 9.1028 15.2093 14.4958
C 10.2929 15.9282 15.1226
O 11.4781 15.2008 14.7995
O 9.2092 15.0329 13.0558
H 8.2459 15.9026 14.6844
H 8.9768 14.2744 15.0658
H 10.2540 15.8275 16.1848
H 10.3348 16.9470 14.8933
H 11.7875 15.4685 13.9276
H 9.2666 14.0311 12.9716
C 16.1673 16.6563 9.9700
C 16.7976 15.3946 10.5576
O 16.0872 14.1866 10.1592
O 14.9853 17.0094 10.6714
H 15.8896 16.5382 8.9950
H 16.9368 17.4446 10.1072
H 17.0569 15.5320 11.6491
H 17.7953 15.2277 10.1960
H 16.6471 13.3963 10.3636
H 14.1624 16.7099 10.1828
C 13.6403 10.0637 9.6739
C 13.7172 11.5657 9.3812
O 14.1216 12.2712 10.5551
O 12.5184 9.7883 10.4459
H 14.5804 9.8815 10.2364
H 13.6757 9.5065 8.7233
H 12.7838 12.0144 8.9363
H 14.5081 11.6610 8.6268
H 14.5361 13.1865 10.3445
H 12.5048 9.0086 10.9526
C 11.8634 12.2957 18.5460
C 12.2619 12.5082 17.0893
O 11.0924 12.6627 16.2986
O 11.0330 13.3661 19.0813
H 12.8077 12.2405 19.1549
H 11.3858 11.3224 18.7225
H 12.8985 11.6759 16.7599
H 12.8983 13.4334 17.0629
H 11.3965 13.2526 15.6697
H 10.3043 13.5419 18.4821
C 16.5582 13.6785 15.3537
C 17.9486 13.8718 15.9238
O 18.6971 12.6963 16.0112
O 16.7210 13.4316 13.9232
H 16.0212 14.5965 15.4774
H 16.0789 12.8045 15.8243
H 17.9261 14.2520 16.9269
H 18.4793 14.4371 15.2152
H 19.0277 12.6015 15.1124
H 15.9707 12.7952 13.7236
C 15.7645 8.9201 16.7141
C 15.7353 7.5932 17.4722
O 14.5903 6.8566 17.1430
O 14.4380 9.6803 16.9540
H 15.7733 8.7633 15.5820
H 16.5648 9.6097 17.0830
H 15.8640 7.7154 18.5578
H 16.5845 6.9857 17.1075
H 13.7737 7.2818 17.3609
H 13.6397 9.1929 16.5797
C 14.2984 10.7482 13.7013
C 12.9839 11.5052 13.9723
O 12.0781 11.7318 12.8194
O 15.2309 11.4768 12.9045
H 14.1523 9.7380 13.3608
H 14.7122 10.6953 14.6692
H 13.2654 12.4651 14.3369
H 12.3802 10.9581 14.6887
H 12.1305 11.0281 12.1174
H 14.8678 11.7671 12.0504

Forces on atoms 1 to 3 (eV/Å):
0.55 0.01 0.77
-0.99 2.12 -1.26
1.63 -0.88 -0.23

=====

Record-wise relative energy (zero: lowest compared OMol25 entry of this formula, charge and spin) values, in kJ/mol: 205.8, 260.5, 108.9